Record 1
# C24H87BFNO24S

20 unconnected molecules or ions with the total composition C24H87BFNO24S (ωB97M-V/def2-TZVPD, the Open Molecules 2025 dataset).

Output
LUMO level (Ha): -0.00832
HOMO level (eV): -9.991
Multiplicity: 1

```
139
Properties=species:S:1:pos:R:3:forces:R:3
C -2.6814 7.5129 2.5993 0.0 0.6 -0.8
C -3.4390 7.8730 1.2662 0.6 -0.6 -0.3
B -4.5259 6.8277 0.7685 -1.4 0.9 0.5
O -5.8505 7.2817 0.6764 0.9 -0.2 -0.6
N -4.3086 5.4031 0.3953 2.1 -0.4 1.9
C -2.8866 4.9568 0.3973 0.0 -2.4 -0.9
C -2.7259 3.9271 -0.7948 0.4 1.8 -0.5
O -1.9584 2.7791 -0.4543 -0.5 -0.3 -0.4
C -0.6244 3.0348 -0.3437 -0.7 0.0 -1.2
O -0.1571 3.1987 0.7174 1.4 0.2 2.3
S -5.3509 4.3480 1.1772 -4.8 2.3 0.5
O -6.4116 4.1277 0.2668 0.5 -1.5 -1.4
O -5.9260 4.9062 2.3848 2.6 -0.5 0.3
F -4.6772 2.9712 1.5556 0.7 1.2 -0.6
H -1.6065 7.5211 2.3735 -0.3 -0.4 0.4
H -3.0030 6.5531 3.0214 0.3 0.3 0.0
H -2.8452 8.3280 3.3157 -0.1 -0.5 0.0
H -3.9078 8.8590 1.3662 0.0 -0.3 -0.2
H -2.6826 7.9603 0.4603 -0.2 0.1 0.3
H -5.9788 7.5951 -0.2321 -0.4 -0.1 0.3
H -2.6665 4.3679 1.3012 0.3 0.6 -0.1
H -2.1608 5.7485 0.2088 -0.5 0.2 0.6
H -3.7175 3.6990 -1.1991 0.4 -0.7 0.2
H -2.1886 4.4617 -1.6018 -0.4 -0.2 0.2
H 0.0110 3.0724 -1.2440 -0.7 -0.1 -0.4
C 1.7295 0.7606 1.9494 -0.2 -0.3 0.0
O 2.3583 -0.5157 2.1181 0.0 0.0 0.1
H 2.4989 1.5072 1.7661 0.0 -0.1 0.0
H 1.0487 0.7296 1.0982 0.0 0.2 0.0
H 1.1779 1.0269 2.8529 0.0 0.2 -0.1
H 1.6577 -1.1572 2.2781 0.1 0.0 0.0
C 1.9453 -3.7462 -0.0347 0.3 0.2 0.1
O 2.9675 -4.1465 0.8757 0.1 -0.1 -0.1
H 1.3631 -4.6207 -0.3149 0.1 -0.1 0.1
H 1.2889 -3.0153 0.4446 -0.1 0.0 -0.2
H 2.3964 -3.3118 -0.9299 -0.2 0.0 -0.1
H 3.4678 -3.3554 1.1088 0.0 -0.1 0.1
C -4.9145 0.8430 -2.4698 -0.1 0.3 -0.3
O -4.2250 2.0121 -2.9143 0.3 -0.1 0.0
H -4.4477 0.4899 -1.5559 0.1 0.1 0.0
H -5.9624 1.0830 -2.2697 0.0 -0.2 0.0
H -4.8523 0.0622 -3.2290 -0.1 -0.1 0.1
H -4.6561 2.3083 -3.7264 -0.2 0.1 0.0
C -3.5971 -2.7546 -1.5954 -0.4 0.0 0.2
O -4.7768 -1.9652 -1.6782 0.0 -0.1 0.1
H -2.9020 -2.4248 -2.3651 -0.1 0.1 0.0
H -3.1346 -2.6280 -0.6122 0.2 -0.1 -0.1
H -3.8436 -3.8067 -1.7591 0.2 0.0 0.0
H -5.3761 -2.2752 -0.9905 0.0 0.0 -0.2
C -5.4128 -6.2949 -0.1983 -0.3 0.1 0.2
O -6.4054 -5.2883 -0.3826 0.1 0.1 0.0
H -4.7364 -6.2778 -1.0496 -0.1 0.1 0.0
H -4.8487 -6.0939 0.7163 0.1 -0.2 0.0
H -5.8885 -7.2762 -0.1342 0.2 -0.1 0.0
H -6.9888 -5.3243 0.3821 0.0 0.1 -0.1
C 5.8984 -6.0122 -1.2436 -0.4 0.0 0.3
O 4.9447 -4.9585 -1.3533 0.0 0.0 -0.1
H 6.5277 -6.0080 -2.1323 0.0 0.1 0.0
H 6.5209 -5.8570 -0.3611 0.2 -0.2 -0.1
H 5.3793 -6.9723 -1.1712 0.2 -0.1 0.0
H 4.3991 -4.9806 -0.5559 -0.1 0.1 0.0
C -0.0661 -1.7002 5.3840 0.4 0.2 -0.2
O 1.3313 -1.6434 5.6569 0.0 0.0 0.0
H -0.5570 -2.2338 6.1939 0.1 0.0 0.0
H -0.4727 -0.6878 5.3204 -0.2 -0.1 0.0
H -0.2398 -2.2321 4.4453 -0.3 0.0 0.0
H 1.7416 -1.1661 4.9284 0.1 0.0 0.1
C -7.3177 2.8430 -5.6450 0.2 0.1 -0.1
O -5.9425 2.9710 -5.2913 0.1 0.0 0.1
H -7.8263 2.2984 -4.8535 0.1 0.0 0.0
H -7.7717 3.8307 -5.7507 -0.1 -0.1 0.0
H -7.4147 2.2900 -6.5820 -0.1 0.0 0.0
H -5.5054 3.4543 -5.9995 0.1 -0.1 0.1
C -4.8059 4.4950 6.1434 -0.2 0.0 -0.2
O -4.1151 5.6484 5.7054 0.3 0.3 -0.1
H -4.3371 4.1237 7.0531 0.1 0.1 0.0
H -5.8469 4.7509 6.3560 -0.1 -0.2 0.1
H -4.7625 3.7215 5.3724 -0.1 -0.2 0.1
H -4.5569 5.9497 4.9035 0.1 0.0 0.1
C -2.1264 3.9352 9.4297 0.0 0.3 -0.3
O -1.4235 5.0926 8.9935 0.0 0.0 0.0
H -1.6553 3.5670 10.3381 0.0 0.1 0.0
H -3.1684 4.1910 9.6417 0.0 -0.2 0.1
H -2.0804 3.1601 8.6596 -0.1 -0.1 0.1
H -1.8527 5.4056 8.1896 0.1 0.0 0.1
C 9.0101 -3.6137 1.0205 -0.3 0.1 0.1
O 7.7963 -4.3595 1.0045 0.1 0.0 0.1
H 9.8372 -4.2995 0.8508 -0.1 0.0 0.0
H 8.9992 -2.8603 0.2292 0.2 0.0 0.0
H 9.1397 -3.1263 1.9898 0.2 0.0 0.0
H 7.0780 -3.7363 1.1562 0.0 -0.1 0.0
C 9.1497 -7.7349 1.3640 -0.3 0.1 0.1
O 8.0068 -8.5605 1.5628 0.0 -0.1 0.0
H 9.9021 -8.3094 0.8280 -0.1 -0.1 0.0
H 8.8752 -6.8571 0.7736 0.2 0.1 0.0
H 9.5543 -7.4221 2.3303 0.2 0.1 -0.1
H 7.3542 -8.0359 2.0375 0.0 -0.1 -0.1
C 1.4985 1.9884 -4.0947 0.2 0.0 0.2
O 1.3795 2.8582 -2.9753 0.0 0.1 0.1
H 0.6470 2.1625 -4.7481 0.0 0.0 0.1
H 2.4228 2.1908 -4.6407 0.0 -0.1 -0.1
H 1.4872 0.9511 -3.7535 0.0 -0.1 -0.2
H 2.1326 2.7018 -2.3954 0.0 0.1 -0.1
C -1.2735 -0.0703 -4.8102 -0.5 0.3 0.2
O -2.1503 1.0526 -4.8814 0.3 -0.2 -0.1
H -0.7087 -0.1332 -5.7381 0.0 0.0 0.0
H -0.5830 0.0551 -3.9733 0.1 -0.2 0.0
H -1.8550 -0.9863 -4.6764 0.2 -0.1 0.0
H -2.6417 1.0913 -4.0498 -0.2 0.3 0.0
C -3.7652 -3.3758 4.6985 -0.1 0.2 -0.3
O -3.0581 -2.2337 4.2259 0.0 0.0 0.0
H -3.2498 -3.7596 5.5757 0.0 0.1 0.0
H -4.7862 -3.1001 4.9739 0.0 -0.2 0.1
H -3.7884 -4.1511 3.9280 -0.1 -0.1 0.1
H -3.5259 -1.9067 3.4510 0.1 0.1 0.1
C 7.1208 -6.8520 -4.9786 -0.2 0.0 0.3
O 6.1665 -5.7990 -5.0834 0.1 0.1 -0.1
H 7.7490 -6.8484 -5.8666 -0.1 0.1 0.0
H 7.7466 -6.6976 -4.0960 0.1 -0.2 -0.1
H 6.6040 -7.8119 -4.9073 0.2 -0.1 0.0
H 5.6258 -5.8273 -4.2860 0.0 0.2 -0.1
C 7.7661 -2.2473 -6.0956 -0.1 -0.4 0.1
O 8.3898 -3.5134 -5.9397 0.1 0.0 0.0
H 8.5396 -1.5028 -6.2727 0.0 -0.1 0.0
H 7.0832 -2.2646 -6.9495 0.0 0.2 0.0
H 7.2151 -1.9833 -5.1886 0.0 0.2 -0.1
H 7.6912 -4.1591 -5.7840 -0.1 -0.1 0.1
C -1.7461 4.1381 -4.2260 0.1 0.3 -0.1
O -1.7717 5.4531 -3.6663 0.0 0.0 0.0
H -2.0354 3.4322 -3.4511 0.0 0.0 -0.1
H -2.4521 4.0675 -5.0563 0.0 -0.2 0.0
H -0.7397 3.8987 -4.5733 -0.1 -0.1 0.0
H -1.5140 6.0675 -4.3605 0.0 0.0 0.1
C 5.5907 0.6011 1.7412 -0.3 -0.1 0.2
O 5.1859 -0.0696 2.9245 0.1 0.1 0.0
H 6.6667 0.4829 1.6291 0.0 0.0 0.0
H 5.0891 0.1668 0.8704 0.1 0.1 -0.1
H 5.3537 1.6671 1.8093 0.1 0.0 -0.2
H 4.2309 0.0466 3.0055 0.1 -0.3 -0.1
```
Forces are in eV/Å.

Löwdin population analysis, charges in e, atoms 1 to 5: C -0.08; C -0.13; B -0.53; O 0.11; N -0.05

Record 2
# C25H12BCl64N3OS

17 unconnected molecules or ions with the total composition C25H12BCl64N3OS (ωB97M-V/def2-TZVPD, the Open Molecules 2025 dataset).

Output
LUMO level (Ha): -0.04557
HOMO level (eV): -8.461
Multiplicity: 1

```
107
Properties=species:S:1:pos:R:3:forces:R:3
C 8.1454 -4.0214 -2.3287 0.4 0.8 -0.2
C 8.3947 -2.5295 -2.9017 0.9 -0.1 -0.7
C 7.3001 -2.0346 -3.9646 -0.7 0.4 -0.1
C 5.8316 -1.8235 -3.3718 -3.2 1.2 1.6
C 4.7917 -3.0040 -3.5629 -2.5 3.2 2.2
C 3.3345 -2.8703 -3.0617 2.1 -0.1 0.0
B 2.3416 -4.1586 -3.3489 -0.1 -0.4 0.2
N 1.4345 -4.0071 -4.5653 1.3 0.4 0.9
O 2.3656 -5.3507 -2.5221 1.0 1.4 -2.2
C 2.7338 -1.6115 -2.3446 2.0 -0.2 -0.6
N 1.3711 -1.4085 -1.8775 5.9 2.1 -0.6
S 1.5062 0.1850 -1.2107 2.8 -1.8 -2.1
N 3.1542 0.6179 -1.4653 -0.2 -3.5 -1.6
C 3.8232 -0.4734 -2.1383 -2.5 0.1 0.6
C 5.3319 -0.5561 -2.6335 -0.9 -3.3 -1.3
H 7.4763 -4.6135 -3.0411 0.7 0.8 1.2
H 7.7107 -3.9319 -1.2753 0.5 -0.5 -1.6
H 9.1622 -4.5576 -2.3094 -1.6 0.7 0.2
H 8.5736 -1.7482 -2.0685 -0.6 -1.3 -1.3
H 9.4020 -2.5789 -3.4766 -1.7 0.2 0.8
H 7.6137 -1.0559 -4.4981 -0.4 -1.5 1.1
H 7.2080 -2.8198 -4.8044 0.1 1.1 1.3
H 5.1166 -3.9646 -4.0831 -0.5 1.5 0.8
H 0.9929 -3.0701 -4.4202 0.3 -0.8 -0.3
H 2.1155 -3.8236 -5.3379 -0.8 -0.1 0.5
H 2.7287 -6.1093 -3.0468 -0.9 0.7 0.7
H 6.0320 0.3264 -2.4649 -1.2 -1.4 -0.2
C -0.1531 0.4132 2.9339 0.1 0.0 0.1
Cl -1.4426 1.5907 2.5999 0.6 -0.6 0.3
Cl -0.8236 -1.2320 2.8817 0.1 0.3 0.0
Cl 1.1225 0.5716 1.7057 -0.3 0.0 0.8
Cl 0.5245 0.7257 4.5456 -0.3 0.0 -0.5
C -1.5782 -1.2780 -4.5290 -0.1 -0.2 0.1
Cl -1.4020 -2.2550 -3.0561 -0.2 0.2 -0.6
Cl -2.8270 -0.0426 -4.2569 0.6 -0.4 -0.2
Cl -0.0326 -0.4857 -4.9082 -0.2 -0.1 0.0
Cl -2.0689 -2.3171 -5.8885 0.2 0.2 0.4
C -4.9155 4.1922 2.7440 -0.1 0.0 0.1
Cl -5.7408 2.9476 3.7057 0.2 0.2 -0.2
Cl -4.5212 5.5784 3.7833 -0.1 -0.2 -0.2
Cl -3.4184 3.5182 2.0631 -0.7 0.6 -0.1
Cl -5.9800 4.7249 1.4240 0.2 -0.1 0.2
C -8.7388 6.0891 -0.9289 -0.1 0.1 0.1
Cl -9.5033 4.8105 0.0397 0.2 0.2 -0.2
Cl -8.2951 7.4474 0.1280 -0.1 -0.2 -0.2
Cl -7.2732 5.4403 -1.7083 -0.4 0.4 1.0
Cl -9.8838 6.6522 -2.1649 0.0 -0.2 0.4
C -5.9236 3.2877 -4.6946 -0.1 0.0 -0.1
Cl -5.0425 4.8143 -4.4702 -0.1 -0.3 0.0
Cl -7.4265 3.3244 -3.7465 0.3 -0.5 -0.7
Cl -6.3110 3.0751 -6.4156 0.1 0.1 0.3
Cl -4.9129 1.9352 -4.1412 -0.5 0.5 -0.1
C 6.8915 -5.3868 -8.3464 0.1 0.0 -0.3
Cl 8.6367 -5.7136 -8.4015 -0.3 0.1 0.1
Cl 6.6121 -3.6355 -8.4543 0.0 -0.3 0.1
Cl 6.0943 -6.1964 -9.7092 0.7 0.7 -0.2
Cl 6.2238 -6.0004 -6.8140 0.4 0.4 0.1
C -0.1121 2.8575 7.9452 0.0 0.0 0.0
Cl 0.5598 3.9032 9.2138 -0.1 -0.2 -0.2
Cl -0.6134 3.8530 6.5606 0.0 -0.1 0.2
Cl 1.1227 1.6924 7.4198 -0.2 0.4 0.3
Cl -1.5188 1.9807 8.5832 0.4 -0.1 -0.1
C -4.4112 4.6984 10.2138 0.0 0.0 -0.1
Cl -5.7067 5.8592 9.8505 0.2 -0.2 0.1
Cl -5.0635 3.0462 10.1582 0.1 0.3 0.0
Cl -3.1172 4.8595 9.0085 -0.4 0.1 0.2
Cl -3.7651 5.0246 11.8398 -0.3 -0.2 -0.2
C 2.9803 -2.0003 7.0656 0.0 -0.1 -0.1
Cl 1.8043 -1.3531 8.2314 0.3 -0.3 -0.2
Cl 4.3571 -0.8851 6.9364 -0.4 -0.3 -0.3
Cl 3.5532 -3.5879 7.6219 -0.1 0.3 -0.1
Cl 2.2068 -2.1746 5.4761 0.2 0.0 0.3
C 6.7456 0.2007 10.2222 -0.1 0.0 0.0
Cl 7.7589 1.1649 9.1260 -0.2 -0.2 0.2
Cl 7.2217 -1.5081 10.1196 -0.1 0.3 0.0
Cl 6.9620 0.7770 11.8894 0.0 -0.1 -0.3
Cl 5.0406 0.3688 9.7530 0.4 0.1 0.4
C 0.0153 7.8641 10.8422 0.0 0.0 0.0
Cl 0.3253 8.7396 12.3573 0.0 -0.1 -0.3
Cl -0.5879 8.9989 9.6152 0.1 -0.2 0.2
Cl 1.5246 7.1204 10.2695 -0.2 0.1 0.1
Cl -1.2005 6.5992 11.1269 0.5 0.5 0.0
C -9.0218 4.6464 5.6827 0.0 0.0 0.0
Cl -7.7678 4.6544 6.9421 -0.2 0.0 -0.2
Cl -10.4127 5.6102 6.2251 0.2 -0.2 -0.1
Cl -8.3634 5.3449 4.1880 -0.2 -0.1 0.2
Cl -9.5424 2.9752 5.3758 0.1 0.3 0.0
C -7.5361 8.3896 -5.3210 0.0 0.0 0.1
Cl -7.3348 7.3878 -3.8677 0.2 0.6 -0.8
Cl -8.7819 9.6220 -5.0235 0.2 -0.2 0.0
Cl -5.9957 9.1862 -5.7106 -0.2 -0.1 0.0
Cl -8.0326 7.3619 -6.6832 0.1 0.1 0.2
C -4.1378 -4.5420 -1.0108 0.0 0.0 0.0
Cl -4.4805 -6.2787 -0.8581 0.1 0.3 0.0
Cl -2.3992 -4.2588 -0.7764 -0.3 -0.2 0.1
Cl -4.6165 -3.9839 -2.6285 0.1 -0.1 0.3
Cl -5.0546 -3.6466 0.2201 0.2 -0.1 -0.2
C 3.4765 -9.0348 -8.9882 -0.2 -0.2 0.1
Cl 4.2131 -10.6406 -8.7941 -0.1 0.3 0.0
Cl 4.3762 -7.8521 -8.0173 -1.0 -1.0 0.2
Cl 3.5398 -8.5570 -10.6994 0.0 0.0 0.2
Cl 1.7822 -9.0932 -8.4568 0.6 -0.7 -0.4
C -0.7741 -6.1963 -7.4046 0.0 0.1 0.2
Cl -1.5946 -7.5614 -8.1948 0.1 0.2 0.1
Cl 0.9831 -6.4464 -7.4966 -0.6 0.8 0.3
Cl -1.2053 -4.6858 -8.2389 0.1 -0.3 0.1
Cl -1.2839 -6.1025 -5.7063 0.1 0.0 -0.4
```
Forces are in eV/Å.

Löwdin population analysis, charges in e, atoms 1 to 5: C -0.12; C -0.25; C -0.20; C -0.15; C 0.03